Here is a single C15H21BrClNO molecule from OMol25. Energies are from ωB97M-V/def2-TZVPD.

```
! wB97M-V def2-TZVPD RIJCOSX def2/J DEFGRID3
* xyz 0 1
Cl 5.02 2.31 0.89
C 4.03 1.09 0.17
C 4.21 -0.24 0.52
C 3.42 -1.21 -0.06
C 2.42 -0.88 -0.98
O 1.63 -1.75 -1.65
C 1.15 -2.93 -1.03
C -0.15 -2.64 -0.27
C 0.07 -1.97 1.09
C -1.10 -1.09 1.50
C -1.06 0.27 0.79
N -2.25 1.05 1.09
C -2.08 2.48 0.91
C -2.28 2.77 -0.59
C -3.18 1.61 -1.06
C -3.36 0.74 0.20
C 2.27 0.47 -1.30
Br 0.92 0.93 -2.54
C 3.06 1.46 -0.75
H 4.97 -0.51 1.23
H 3.58 -2.25 0.21
H 1.89 -3.38 -0.37
H 0.95 -3.61 -1.86
H -0.75 -1.98 -0.91
H -0.70 -3.57 -0.14
H 0.24 -2.74 1.84
H 0.97 -1.35 1.06
H -1.08 -0.91 2.58
H -2.04 -1.60 1.28
H -0.19 0.82 1.16
H -0.93 0.12 -0.29
H -2.86 2.98 1.49
H -1.11 2.81 1.28
H -1.33 2.75 -1.12
H -2.75 3.74 -0.75
H -4.14 1.96 -1.44
H -2.69 1.05 -1.86
H -4.28 1.01 0.71
H -3.40 -0.33 -0.03
H 2.92 2.49 -1.01
*
```

lowest unoccupied orbital energy	0.8	eV
SMILES	Clc1ccc(OCCCCCN2CCCC2)c(Br)c1
gap between HOMO and LUMO	9.14	eV
largest force on an atom	0.65	eV Å⁻¹
relative energy (zero: lowest compared OMol25 entry of this formula, charge and spin)	5.4	kcal per mole

***

Here is a molecular structure, C15H21MnNO9 from OMol25. Energies are from ωB97M-V/def2-TZVPD.

```
! wB97M-V def2-TZVPD RIJCOSX def2/J DEFGRID3
* xyz 0 6
Mn -0.78 -0.61 -0.41
C -3.72 0.48 -2.12
O -2.86 -0.62 -1.90
C -2.89 -1.56 -2.96
C -2.00 -2.70 -2.56
O -0.73 -2.21 -2.13
C 0.16 -1.87 -3.20
C 1.23 -0.98 -2.63
O 0.62 0.19 -2.09
C 0.67 1.33 -2.93
H -4.75 0.14 -2.25
H -3.41 1.03 -3.02
H -3.66 1.13 -1.26
H -2.57 -1.09 -3.89
H -3.91 -1.93 -3.11
H -1.87 -3.40 -3.38
H -2.43 -3.23 -1.71
H -0.40 -1.36 -3.99
H 0.60 -2.78 -3.61
H 1.95 -0.72 -3.41
H 1.76 -1.48 -1.82
H 1.71 1.59 -3.14
H 0.20 2.15 -2.38
H 0.13 1.17 -3.87
C -2.78 2.10 2.38
O -1.90 2.10 1.24
C -1.73 0.93 0.61
O -2.36 -0.06 1.05
H -2.76 3.11 2.77
H -2.43 1.39 3.13
H -3.79 1.82 2.09
O 2.95 -1.45 0.02
C 2.06 -1.10 0.78
O 0.80 -1.26 0.58
C 2.43 -0.32 2.03
C 1.45 0.16 2.89
C 1.81 0.86 4.04
C 3.15 1.06 4.28
C 4.14 0.60 3.44
C 3.77 -0.09 2.30
N 3.55 1.81 5.51
O 2.66 2.23 6.23
O 4.74 1.95 5.73
H 0.41 -0.03 2.67
H 1.08 1.24 4.73
H 5.18 0.78 3.68
H 4.51 -0.47 1.61
*
```

lowest unoccupied orbital energy (alpha / beta)	0.0 / 0.0	eV
gap between HOMO and LUMO (alpha / beta)	7.80 / 8.74	eV
largest force on an atom	0.64	eV Å⁻¹
expectation value of S²	8.75
relative energy (zero: lowest compared OMol25 entry of this formula, charge and spin)	2.8	kcal per mole

***

Here is a single C15H21N3O2S molecule at a distorted geometry from OMol25. Energies are from ωB97M-V/def2-TZVPD.

```
! wB97M-V def2-TZVPD RIJCOSX def2/J DEFGRID3
* xyz 0 1
C -7.27 -1.32 -1.29
C -6.67 -0.72 -0.02
C -5.15 -0.69 -0.07
C -4.55 -0.08 1.19
C -3.02 -0.14 1.24
C -2.35 0.72 0.18
C -0.83 0.75 0.36
C -0.15 1.60 -0.72
C 1.31 1.65 -0.51
N 1.97 2.72 -0.24
N 3.27 2.55 -0.07
C 3.63 1.31 -0.21
N 4.93 0.89 -0.07
C 5.29 -0.42 -0.22
O 4.49 -1.29 -0.48
C 6.72 -0.66 -0.04
C 7.43 -1.84 -0.12
C 8.78 -1.50 0.14
C 8.79 -0.15 0.35
O 7.56 0.37 0.24
S 2.33 0.21 -0.58
H -8.36 -1.32 -1.24
H -6.98 -0.73 -2.16
H -6.93 -2.34 -1.43
H -7.04 0.30 0.11
H -7.00 -1.30 0.84
H -4.83 -0.12 -0.94
H -4.78 -1.71 -0.18
H -4.87 0.96 1.27
H -4.95 -0.61 2.06
H -2.70 -1.18 1.13
H -2.69 0.20 2.23
H -2.57 0.32 -0.81
H -2.74 1.73 0.23
H -0.44 -0.27 0.33
H -0.59 1.17 1.34
H -0.53 2.62 -0.70
H -0.36 1.16 -1.70
H 5.62 1.60 0.14
H 7.02 -2.80 -0.33
H 9.61 -2.16 0.16
H 9.59 0.53 0.58
*
```

lowest unoccupied orbital energy	0.2	eV
SMILES	CCCCCCCCc1nnc(NC(=O)c2ccco2)s1
gap between HOMO and LUMO	9.05	eV
largest force on an atom	1.75	eV Å⁻¹
relative energy (zero: lowest compared OMol25 entry of this formula, charge and spin)	50.2	kcal per mole

***

Here is a single C15H21N3S molecule at a distorted geometry from OMol25. Energies are from ωB97M-V/def2-TZVPD.

```
! wB97M-V def2-TZVPD RIJCOSX def2/J DEFGRID3
* xyz 0 1
C -3.31 1.89 -3.17
C -1.89 1.94 -2.68
S -0.63 2.81 -3.52
C 0.58 2.40 -2.35
C 2.01 2.86 -2.53
C 0.07 1.60 -1.35
C -1.37 1.35 -1.53
C -2.10 0.34 -0.65
C -2.09 0.87 0.80
C -0.98 0.19 1.59
C 0.42 0.48 1.07
C 0.85 1.02 -0.23
N 2.16 0.99 -0.29
N 2.63 0.59 0.92
C 1.59 0.25 1.77
C 1.81 -0.27 3.17
N 3.13 -0.93 3.38
C 3.69 -0.79 4.76
C 3.12 -2.35 2.93
H -3.34 1.28 -4.05
H -3.65 2.91 -3.42
H -3.94 1.48 -2.41
H 2.07 3.60 -3.35
H 2.41 3.29 -1.64
H 2.62 1.99 -2.86
H -1.62 -0.63 -0.73
H -3.11 0.13 -0.95
H -2.04 1.96 0.76
H -3.05 0.67 1.28
H -1.11 -0.89 1.62
H -1.03 0.54 2.61
H 3.59 0.52 1.21
H 1.02 -0.99 3.43
H 1.74 0.56 3.84
H 3.96 0.25 5.00
H 3.01 -1.18 5.52
H 4.61 -1.35 4.78
H 4.10 -2.77 2.92
H 2.76 -2.46 1.92
H 2.46 -2.97 3.56
*
```

lowest unoccupied orbital energy	0.8	eV
SMILES	Cc1sc(C)c2c1CCCc1c-2n[nH]c1CN(C)C
gap between HOMO and LUMO	8.52	eV
largest force on an atom	2.41	eV Å⁻¹
relative energy (zero: lowest compared OMol25 entry of this formula, charge and spin)	33.7	kcal per mole

***

Here is a single C15H21NOS molecule from OMol25. Energies are from ωB97M-V/def2-TZVPD.

```
! wB97M-V def2-TZVPD RIJCOSX def2/J DEFGRID3
* xyz 0 1
C -2.68 -2.31 1.28
C -3.02 -1.31 0.19
C -2.55 -1.82 -1.17
C -4.51 -1.00 0.19
S -2.05 0.21 0.65
C -2.64 1.47 -0.54
C -1.78 2.72 -0.43
N -0.38 2.39 -0.53
C 0.55 2.87 0.34
O 0.31 3.78 1.11
C 1.87 2.21 0.25
C 2.02 0.89 0.12
C 3.27 0.16 0.11
C 3.24 -1.24 0.22
C 4.40 -1.98 0.22
C 5.63 -1.35 0.09
C 5.68 0.03 -0.03
C 4.52 0.78 -0.02
H -3.19 -3.26 1.09
H -3.00 -1.94 2.25
H -1.61 -2.49 1.32
H -2.79 -1.12 -1.97
H -3.05 -2.76 -1.39
H -1.48 -1.99 -1.16
H -4.78 -0.34 -0.64
H -4.80 -0.52 1.12
H -5.07 -1.92 0.08
H -2.57 1.05 -1.54
H -3.68 1.72 -0.31
H -1.91 3.21 0.54
H -2.07 3.43 -1.22
H -0.12 1.64 -1.15
H 2.71 2.87 0.44
H 1.13 0.27 0.04
H 2.28 -1.73 0.32
H 4.35 -3.05 0.31
H 6.54 -1.93 0.09
H 6.63 0.53 -0.13
H 4.57 1.85 -0.13
*
```

lowest unoccupied orbital energy	0.4	eV
SMILES	CC(C)(C)SCCNC(=O)/C=C/c1ccccc1
gap between HOMO and LUMO	9.06	eV
largest force on an atom	0.58	eV Å⁻¹
relative energy (zero: lowest compared OMol25 entry of this formula, charge and spin)	1.8	kcal per mole

***

Here is 2 unconnected molecules or ions with the total composition C15H22BCl3O3Si at a distorted geometry from OMol25. Energies are from ωB97M-V/def2-TZVPD.

```
! wB97M-V def2-TZVPD RIJCOSX def2/J DEFGRID3
* xyz 0 1
Cl -5.83 1.69 2.63
B -5.16 0.93 1.09
Cl -4.70 -0.89 1.34
Cl -6.33 1.06 -0.37
O -3.92 1.67 0.76
C -3.14 1.43 -0.24
C -2.20 2.43 -0.65
C -1.44 2.25 -1.83
C -0.49 3.19 -2.19
C -0.28 4.33 -1.40
C -1.05 4.54 -0.25
C -2.02 3.61 0.13
H -3.27 0.50 -0.80
H -1.62 1.34 -2.41
H 0.11 3.04 -3.10
H 0.49 5.05 -1.67
H -0.90 5.42 0.37
H -2.62 3.75 1.03
C 3.09 -3.55 0.15
Si 1.39 -3.08 -0.46
C 1.53 -1.87 -1.87
C 0.38 -4.59 -0.86
O 0.62 -2.35 0.85
C 0.00 -1.13 0.99
C -1.35 -0.97 0.82
C 0.78 -0.01 1.38
C 2.13 -0.08 1.67
O 2.87 1.02 1.57
C 4.29 0.93 1.70
H 3.65 -4.02 -0.67
H 3.66 -2.67 0.49
H 3.03 -4.26 0.98
H 2.07 -2.36 -2.69
H 0.55 -1.55 -2.25
H 2.10 -0.97 -1.59
H 0.81 -5.12 -1.73
H 0.37 -5.29 -0.02
H -0.66 -4.34 -1.10
H -1.76 -0.02 1.13
H -1.99 -1.79 0.49
H 0.24 0.95 1.38
H 2.61 -1.00 2.02
H 4.62 1.96 1.87
H 4.59 0.29 2.55
H 4.73 0.54 0.77
*
```

lowest unoccupied orbital energy	-2.0	eV
gap between HOMO and LUMO	5.81	eV
largest force on an atom	2.75	eV Å⁻¹
relative energy (zero: lowest compared OMol25 entry of this formula, charge and spin)	24.0	kcal per mole

***

Here is 2 unconnected molecules or ions with the total composition C15H22BCl3OSi at a distorted geometry from OMol25. Energies are from ωB97M-V/def2-TZVPD.

```
! wB97M-V def2-TZVPD RIJCOSX def2/J DEFGRID3
* xyz 0 1
Cl -3.20 0.18 -2.07
B -2.65 0.30 -0.33
Cl -3.98 1.07 0.76
Cl -2.18 -1.38 0.42
O -1.43 1.15 -0.30
C -0.84 1.41 0.82
C 0.17 2.42 0.88
C 0.70 2.85 2.11
C 1.71 3.79 2.15
C 2.20 4.35 0.95
C 1.61 3.99 -0.27
C 0.60 3.05 -0.32
H -1.20 0.91 1.72
H 0.26 2.46 3.03
H 2.15 4.10 3.10
H 3.03 5.06 0.97
H 1.96 4.45 -1.20
H 0.09 2.81 -1.25
C 4.85 -3.77 -2.59
Si 4.75 -3.67 -0.73
C 3.86 -5.15 -0.05
C 6.48 -3.62 -0.02
C 3.81 -2.07 -0.22
C 3.74 -1.78 1.31
C 2.32 -1.20 1.59
C 1.60 -1.36 0.27
C 2.39 -1.91 -0.68
H 5.36 -2.89 -3.00
H 5.41 -4.67 -2.90
H 3.84 -3.83 -3.02
H 3.86 -5.12 1.05
H 2.82 -5.17 -0.40
H 4.35 -6.08 -0.37
H 6.44 -3.60 1.07
H 7.06 -4.50 -0.33
H 7.01 -2.72 -0.37
H 4.47 -1.31 -0.68
H 3.91 -2.68 1.91
H 4.52 -1.05 1.58
H 1.81 -1.75 2.39
H 2.40 -0.15 1.90
H 0.55 -1.12 0.19
H 2.11 -2.19 -1.70
*
```

lowest unoccupied orbital energy	-2.2	eV
gap between HOMO and LUMO	6.36	eV
largest force on an atom	2.73	eV Å⁻¹

***

Here is a molecular structure, C15H22BF17N2O2Ta at a distorted geometry from OMol25. Energies are from ωB97M-V/def2-TZVPD.

```
! wB97M-V def2-TZVPD RIJCOSX def2/J DEFGRID3
* xyz -1 1
C 1.14 -3.73 1.28
N 2.45 -3.16 1.71
C 2.39 -2.57 3.08
B 2.97 -2.20 0.68
O 3.83 -2.79 -0.36
Ta 2.51 0.13 0.67
C 2.17 2.44 0.87
C 0.68 2.82 0.35
C -0.36 3.07 1.54
F -0.18 2.14 2.57
F -0.01 4.34 2.09
C -1.84 3.12 0.93
F -1.90 3.04 -0.47
F -2.36 4.40 1.26
C -2.87 2.06 1.53
F -2.99 2.30 2.92
F -4.15 2.41 1.00
C -2.50 0.53 1.31
F -2.14 0.02 2.59
F -1.36 0.32 0.52
C -3.67 -0.41 0.79
F -4.88 -0.26 1.52
F -3.26 -1.74 1.06
C -3.90 -0.37 -0.80
F -3.73 0.89 -1.37
F -2.89 -1.19 -1.36
C -5.29 -1.02 -1.28
F -5.72 -2.08 -0.49
F -5.03 -1.57 -2.56
C -6.45 0.08 -1.54
F -6.54 1.04 -0.55
F -6.20 0.64 -2.81
F -7.65 -0.65 -1.71
C 3.98 0.40 -1.13
C 3.26 0.69 -2.52
O 2.08 1.52 -2.31
C 2.75 -0.64 -3.28
N 3.79 -1.68 -3.44
H 1.18 -4.87 1.11
H 0.88 -3.26 0.27
H 0.33 -3.50 2.04
H 1.40 -2.03 3.20
H 2.43 -3.43 3.84
H 3.30 -1.91 3.27
H 4.70 -2.93 0.07
H 3.91 0.31 1.87
H 1.29 -0.11 2.08
H 1.08 -0.10 -0.49
H 2.88 2.90 0.10
H 2.40 2.85 1.91
H 0.74 3.80 -0.23
H 0.37 1.99 -0.35
H 4.59 1.35 -0.88
H 4.75 -0.44 -1.21
H 3.93 1.28 -3.24
H 1.27 0.99 -2.45
H 1.79 -1.05 -2.80
H 2.43 -0.32 -4.34
H 3.52 -2.53 -2.92
H 4.71 -1.36 -3.14
*
```

lowest unoccupied orbital energy	2.4	eV
gap between HOMO and LUMO	6.68	eV
largest force on an atom	3.25	eV Å⁻¹

***

Here is a molecular structure, C15H22BN8Os from OMol25. Energies are from ωB97M-V/def2-TZVPD.

```
! wB97M-V def2-TZVPD RIJCOSX def2/J DEFGRID3
* xyz 3 5
Os -0.27 0.97 0.09
C -1.23 3.16 -3.35
C -1.10 3.10 -1.98
N -0.66 1.86 -1.63
N -0.52 1.13 -2.77
C -0.86 1.89 -3.81
B -0.05 -0.33 -2.60
N -1.14 -1.03 -1.72
C -1.96 -2.03 -2.04
C -2.94 -2.15 -1.05
C -2.65 -1.17 -0.13
N -1.55 -0.49 -0.52
N 1.34 -0.25 -1.89
C 2.54 -0.58 -2.36
C 3.54 -0.09 -1.52
C 2.86 0.57 -0.52
N 1.53 0.47 -0.72
H -1.56 4.00 -3.94
H -1.28 3.86 -1.24
H -0.81 1.50 -4.81
H 0.06 -0.89 -3.64
H -1.81 -2.59 -2.95
H -3.76 -2.86 -1.03
H -3.18 -0.90 0.76
H 2.62 -1.15 -3.28
H 4.60 -0.19 -1.65
H 3.26 1.13 0.31
C 0.34 -1.36 2.11
C 0.57 -1.90 3.59
N 0.38 -0.74 4.41
C -0.95 -0.21 4.42
C -1.12 0.39 2.95
N 0.09 0.10 2.14
C 1.26 0.76 2.79
C 1.41 0.25 4.29
H -0.52 -1.86 1.67
H 1.22 -1.56 1.51
H 1.57 -2.29 3.72
H -0.17 -2.66 3.85
H -1.05 0.57 5.17
H -1.67 -1.01 4.61
H -1.27 1.46 3.02
H -1.99 -0.07 2.48
H 1.12 1.84 2.79
H 2.15 0.50 2.23
H 1.24 1.06 5.00
H 2.39 -0.19 4.45
*
```

lowest unoccupied orbital energy (alpha / beta)	-10.7 / -12.8	eV
gap between HOMO and LUMO (alpha / beta)	7.70 / 5.63	eV
largest force on an atom	0.13	eV Å⁻¹
expectation value of S²	6.02
relative energy (zero: lowest compared OMol25 entry of this formula, charge and spin)	0.0	kcal per mole

***

Here is a single C15H22BrNO molecule from OMol25. Energies are from ωB97M-V/def2-TZVPD.

```
! wB97M-V def2-TZVPD RIJCOSX def2/J DEFGRID3
* xyz 0 1
Br 3.15 2.12 -0.05
C 2.78 0.26 0.14
C 2.88 -0.35 1.37
C 2.59 -1.70 1.48
C 2.22 -2.41 0.36
C 2.12 -1.80 -0.88
C 2.40 -0.44 -1.01
O 2.35 0.28 -2.16
C 1.61 -0.20 -3.26
C 0.11 -0.24 -2.97
C -0.43 1.14 -2.57
C -1.42 1.08 -1.41
C -0.72 0.81 -0.08
N -1.62 0.93 1.05
C -0.93 0.93 2.33
C -2.08 0.78 3.31
C -3.00 -0.23 2.61
C -2.64 -0.10 1.12
H 3.18 0.23 2.23
H 2.66 -2.18 2.44
H 1.99 -3.47 0.44
H 1.83 -2.38 -1.74
H 1.82 0.52 -4.06
H 1.97 -1.18 -3.58
H -0.08 -0.95 -2.16
H -0.40 -0.62 -3.86
H 0.40 1.78 -2.28
H -0.92 1.61 -3.44
H -2.17 0.31 -1.60
H -1.94 2.04 -1.33
H -0.24 -0.18 -0.09
H 0.06 1.56 0.05
H -0.23 0.09 2.42
H -0.38 1.87 2.45
H -1.75 0.44 4.29
H -2.59 1.74 3.43
H -2.80 -1.24 2.97
H -4.05 -0.01 2.79
H -2.26 -1.07 0.74
H -3.49 0.19 0.52
*
```

lowest unoccupied orbital energy	0.9	eV
SMILES	Brc1ccccc1OCCCCCN1CCCC1
gap between HOMO and LUMO	9.14	eV
largest force on an atom	0.67	eV Å⁻¹
relative energy (zero: lowest compared OMol25 entry of this formula, charge and spin)	2.3	kcal per mole

***

Here is a molecular structure, C15H22Cl2N4O2Se3Tb at a distorted geometry from OMol25. Energies are from ωB97M-V/def2-TZVPD.

```
! wB97M-V def2-TZVPD RIJCOSX def2/J DEFGRID3
* xyz 1 7
Tb 7.60 8.64 7.97
C 7.72 5.50 4.69
Se 6.52 7.01 5.35
C 4.86 5.81 5.63
C 4.80 4.93 6.80
Se 6.36 5.24 8.05
C 5.30 4.88 9.70
H 7.09 5.02 3.91
H 7.83 4.86 5.59
H 8.71 5.86 4.21
H 4.90 5.28 4.69
H 4.07 6.55 5.59
H 4.95 3.85 6.59
H 3.88 5.09 7.36
H 4.81 5.81 9.97
H 5.96 4.50 10.50
H 4.63 4.10 9.44
Cl 6.31 11.00 6.27
C 6.31 12.04 7.70
Cl 7.70 11.75 8.77
H 5.41 11.84 8.27
H 6.38 13.04 7.30
N 12.25 5.62 9.34
C 11.05 5.54 10.12
C 10.56 6.95 10.51
C 9.61 7.68 9.54
O 9.50 7.17 8.40
O 8.89 8.63 9.92
H 12.20 6.38 8.64
H 12.45 4.70 8.87
H 11.34 4.98 11.00
H 10.26 4.97 9.67
H 11.38 7.58 10.87
H 9.95 6.88 11.41
Se 4.59 8.16 7.99
C 5.43 8.52 9.57
N 6.40 8.78 10.20
N 12.36 6.41 3.92
C 11.83 7.32 4.49
C 11.21 8.38 5.14
C 11.61 9.70 4.92
C 10.80 10.72 5.42
C 9.70 10.34 6.16
N 9.30 9.10 6.32
C 10.09 8.08 5.90
H 12.58 9.89 4.43
H 11.07 11.78 5.37
H 9.06 11.09 6.63
H 9.72 7.11 6.08
*
```

lowest unoccupied orbital energy (alpha / beta)	-3.7 / -3.6	eV
gap between HOMO and LUMO (alpha / beta)	7.20 / 7.23	eV
largest force on an atom	7.21	eV Å⁻¹
expectation value of S²	12.70
relative energy (zero: lowest compared OMol25 entry of this formula, charge and spin)	0.0	kcal per mole